1.
The following is a quantum chemistry calculation of C23H30N6O2 in the gas phase in a non-equilibrium geometry, from the Open Molecules 2025 dataset.

Energy above the lowest of the compared OMol25 structures with the same formula, charge and spin ... 2.7 kcal per mole
F_max ... 0.0265 Eh/bohr
HOMO energy ... -8.63 eV
HOMO-LUMO gap ... 0.3334 Ha
SMILES string ... CCCCC(=O)N1CCC[C@@H](c2nc3c(nnn3Cc3cc(C)ccc3C)c(=O)[nH]2)C1

Structure (ORCA input):
```
! RIJCOSX wB97M-V def2-TZVPD def2/J DEFGRID3
* xyz 0 1
C -4.53491 1.23616 1.64529
C -3.56568 0.13773 2.06311
C -2.11996 0.61779 1.98609
C -1.12824 -0.48437 2.35518
C 0.30726 -0.01163 2.18887
O 0.57503 1.11318 1.80887
N 1.28459 -0.89732 2.50275
C 1.11939 -2.24293 2.99525
C 1.77018 -3.23903 2.03398
C 3.25135 -2.91411 1.88038
C 3.42963 -1.46422 1.39466
C 3.00099 -1.36305 -0.04221
N 1.76965 -1.12277 -0.34921
C 1.52743 -1.10903 -1.68096
C 2.44306 -1.37677 -2.71141
N 1.76576 -1.30735 -3.88116
N 0.55179 -1.02283 -3.63342
N 0.35993 -0.89563 -2.31308
C -0.89594 -0.48949 -1.73664
C -1.14097 0.97771 -2.00372
C -0.60815 1.90273 -1.11688
C -0.79728 3.26532 -1.29136
C -0.22270 4.24151 -0.31211
C -1.52481 3.68978 -2.39549
C -2.03059 2.77372 -3.29839
C -1.84630 1.40697 -3.12824
C -2.38460 0.43813 -4.13688
C 3.81495 -1.65362 -2.37831
O 4.76780 -1.90896 -3.07070
N 3.97022 -1.59710 -0.97126
C 2.66398 -0.51046 2.32339
H -4.32565 1.55791 0.62742
H -4.43773 2.09801 2.30119
H -5.56211 0.88205 1.69227
H -3.69670 -0.72703 1.40732
H -3.79414 -0.18256 3.08278
H -1.91255 0.97129 0.97563
H -1.97484 1.46440 2.65888
H -1.29014 -0.78390 3.39374
H -1.29236 -1.35726 1.71769
H 0.06593 -2.48037 3.12079
H 1.60781 -2.31710 3.97718
H 1.64522 -4.25296 2.41551
H 1.27666 -3.16822 1.06386
H 3.72152 -3.60614 1.17872
H 3.74993 -3.02135 2.84643
H 4.49129 -1.19973 1.45016
H -1.68701 -1.10829 -2.16441
H -0.81411 -0.66713 -0.66233
H -0.03456 1.56118 -0.26751
H 0.61770 4.77299 -0.75892
H -0.96837 4.98038 -0.02348
H 0.12813 3.72238 0.57594
H -1.68998 4.74612 -2.55379
H -2.58029 3.12585 -4.15977
H -3.15876 -0.19207 -3.69762
H -2.82095 0.97209 -4.97693
H -1.58537 -0.20293 -4.50612
H 4.91773 -1.77390 -0.65705
H 2.66398 0.50261 1.91690
H 3.16684 -0.50635 3.29913
*
```

2.
The following is a quantum chemistry calculation of a molecular structure, C18H18ClN2O4SYb in a non-equilibrium geometry, from the Open Molecules 2025 dataset.

Energy above the lowest of the compared OMol25 structures with the same formula, charge and spin ... 24.8 kcal per mole
F_max ... 0.0312 Eh/bohr
HOMO energy (alpha / beta) ... -7.71 / -7.71 eV
HOMO-LUMO gap (alpha / beta) ... 0.2771 / 0.2774 Ha

Structure (ORCA input):
```
! RIJCOSX wB97M-V def2-TZVPD def2/J DEFGRID3
* xyz 0 2
Yb 0.49991 -0.31755 0.56667
O -3.22619 -1.50835 1.86659
C -2.26075 -0.75735 1.31985
O -1.41667 -1.34755 0.53722
C -2.19776 0.58372 1.60349
C -2.94926 1.31845 2.58029
C -2.46827 2.47521 3.07680
C -1.12803 2.87182 2.69680
C -0.46373 2.27423 1.70279
N -1.17430 1.30894 0.85985
C 0.98539 2.47426 1.39025
O 1.63447 3.39611 1.80311
O 1.45306 1.47841 0.62290
H -3.03747 -2.41544 1.59580
H -3.87782 0.90013 2.95036
H -3.00769 3.03227 3.82906
H -0.58103 3.60425 3.28024
C -1.59242 -1.03579 -2.84962
C -0.19388 -1.00145 -2.30802
C 0.34629 -2.13401 -1.69421
C 1.64147 -2.14116 -1.19078
C 2.22208 -3.37885 -0.56392
C 2.39624 -0.96377 -1.28379
C 1.90099 0.17811 -1.90612
C 2.74641 1.40903 -2.04123
C 0.59077 0.14509 -2.39368
H -1.63351 -1.64272 -3.75591
H -1.95490 -0.03873 -3.09932
H -2.27205 -1.47846 -2.11924
H -0.26164 -3.02564 -1.60062
H 2.63233 -4.02230 -1.34510
H 1.46430 -3.94407 -0.02256
H 3.01954 -3.13852 0.13681
H 3.39670 -0.94736 -0.86676
H 3.33918 1.34662 -2.95689
H 3.41744 1.51587 -1.19188
H 2.13042 2.30574 -2.09122
H 0.18729 1.02948 -2.87400
S 3.19653 -3.12471 3.60683
C 2.22086 -2.18468 2.73412
N 1.50321 -1.52334 2.07006
Cl -2.84662 3.15417 -0.34756
C -1.60620 1.87468 -0.41294
H -0.74216 2.31890 -0.90048
H -2.03250 1.07630 -1.01404
*
```

3.
The following is a quantum chemistry calculation of 2 unconnected molecules or ions with the total composition C4H7NO, from the Open Molecules 2025 dataset.

Energy above the lowest of the compared OMol25 structures with the same formula, charge and spin ... 67.8 kcal per mole
F_max ... 0.0135 Eh/bohr
HOMO energy ... -9.01 eV
HOMO-LUMO gap ... 0.3571 Ha
SMILES string ... C=C=N.C=CO

Structure (ORCA input):
```
! RIJCOSX wB97M-V def2-TZVPD def2/J DEFGRID3
* xyz 0 1
C -2.02084 -0.43328 0.92616
C -1.55798 0.66152 0.37568
N -1.15246 1.71009 -0.11863
H -1.65701 -0.74014 1.89918
H -2.73342 -1.05349 0.39576
H -0.31638 1.54151 -0.68527
C 0.85189 -0.81767 -1.11062
C 1.58627 0.01577 -0.38027
O 1.62655 -0.06485 0.97886
H 0.25727 -1.58987 -0.63399
H 0.82025 -0.72297 -2.18932
H 2.18427 0.80815 -0.83219
H 2.14669 0.66539 1.33068
*
```

4.
The following is a quantum chemistry calculation of 9 unconnected molecules or ions with the total composition C23H45N3O6S in a non-equilibrium geometry, from the Open Molecules 2025 dataset.

Energy above the lowest of the compared OMol25 structures with the same formula, charge and spin ... 65.4 kcal per mole
F_max ... 0.0730 Eh/bohr
HOMO energy ... -9.19 eV
HOMO-LUMO gap ... 0.3446 Ha

Structure (ORCA input):
```
! RIJCOSX wB97M-V def2-TZVPD def2/J DEFGRID3
* xyz 0 1
C -13.94263 20.57043 -4.22806
C -15.19900 20.71808 -4.95130
N -16.22201 20.80638 -5.44325
H -13.33240 21.30197 -4.75777
H -13.51718 19.61914 -4.54764
H -13.92182 20.83497 -3.17085
C -22.30604 18.23970 -4.08376
C -22.93087 16.93144 -4.10870
N -23.37003 15.86900 -4.10617
H -21.47289 18.09696 -3.39559
H -22.94902 18.99957 -3.63962
H -21.96150 18.44581 -5.09713
C -19.59451 21.74406 -4.82264
C -19.78227 20.90872 -3.64634
N -19.94234 20.27988 -2.73286
H -20.07167 22.71755 -4.70983
H -19.99256 21.18210 -5.66754
H -18.53353 21.88047 -5.03195
C -20.91776 25.30001 -2.51495
S -22.47585 24.96289 -3.40143
O -22.57661 23.43359 -3.48197
C -23.49839 25.35588 -1.86094
H -20.72795 24.66321 -1.65092
H -20.83592 26.36419 -2.29373
H -20.10574 24.96912 -3.16244
H -24.52946 25.59055 -2.12538
H -23.05329 26.24580 -1.41595
H -23.45697 24.58805 -1.08840
C -13.84172 24.72388 -5.14071
C -15.30499 24.76997 -5.61896
O -16.19200 25.49767 -5.18926
C -15.73564 23.70433 -6.59768
H -13.89838 25.08669 -4.11443
H -13.11928 25.17486 -5.82100
H -13.56941 23.66845 -5.13706
H -15.96732 24.01276 -7.61714
H -16.50211 22.99023 -6.29656
H -14.82026 23.11957 -6.68837
C -20.12109 17.82253 -0.59704
C -20.45322 17.09849 0.74088
O -21.55297 16.80837 1.06260
C -19.35140 16.74093 1.71117
H -20.98217 18.34357 -1.01556
H -19.74521 17.18523 -1.39745
H -19.44786 18.66852 -0.45862
H -19.66597 16.69642 2.75384
H -18.46754 17.36136 1.56301
H -19.13847 15.72094 1.39122
C -17.24812 18.86979 -2.48714
C -16.31176 17.63098 -2.23334
O -15.61984 17.22348 -3.12366
C -16.43114 16.84895 -0.96921
H -18.25756 18.64093 -2.14542
H -17.17328 19.08318 -3.55342
H -16.77518 19.75063 -2.05293
H -15.70125 16.03997 -0.93888
H -17.34905 16.30049 -0.75770
H -16.26446 17.55516 -0.15583
C -23.10290 20.55518 -0.47094
C -22.21804 21.28820 0.50359
O -22.40542 21.49542 1.70196
C -20.88050 21.81394 0.04087
H -24.09597 20.97825 -0.31954
H -23.08368 19.51856 -0.13454
H -22.78859 20.54903 -1.51462
H -20.83399 22.39021 -0.88317
H -20.23916 20.93484 -0.02194
H -20.39090 22.38755 0.82787
C -21.76459 22.83229 -7.39936
C -22.63052 21.57999 -7.32395
O -23.05600 21.17367 -6.26920
C -23.02982 20.92965 -8.55298
H -22.51386 23.52640 -7.78001
H -20.98244 22.64863 -8.13599
H -21.32062 23.08788 -6.43724
H -24.02495 21.29438 -8.80749
H -23.05245 19.84004 -8.57130
H -22.32938 21.19892 -9.34354
*
```

5.
The following is a quantum chemistry calculation of 2 unconnected molecules or ions with the total composition C3H10N3, from the Open Molecules 2025 dataset.

Energy above the lowest of the compared OMol25 structures with the same formula, charge and spin ... 33.2 kcal per mole
F_max ... 0.0181 Eh/bohr
HOMO energy ... -14.04 eV
HOMO-LUMO gap ... 0.4163 Ha

Structure (ORCA input):
```
! RIJCOSX wB97M-V def2-TZVPD def2/J DEFGRID3
* xyz 1 1
C -1.31159 0.99796 -0.66885
C -2.52360 0.49616 -0.54118
N -0.31288 0.38988 -1.52940
H -0.96829 1.88703 -0.15946
H -3.22529 0.96194 0.13466
H -2.85807 -0.37647 -1.08808
H 0.65937 0.12771 -0.90304
H -0.68634 -0.45303 -1.95972
H 0.00139 1.01857 -2.26953
N 0.98192 -0.74037 2.11653
C 1.85913 -0.86310 1.11898
N 1.71046 -0.29415 -0.02380
H 0.30949 0.00799 2.12734
H 1.15122 -1.23206 2.97690
H 2.72422 -1.48899 1.32402
H 2.48887 -0.43908 -0.65538
*
```

Q: Which E values were calculated for the entries above? A: -37375.138, -85019.597, -7796.705, -52167.084, -7736.827, in eV.